ORCA calculation (ωB97M-V/def2-TZVPD) on a structure of composition C20H36N2Si2Sr at a distorted geometry.

* HOMO level: -6.4456 eV
* electronic energy: -1502.905356 Eh
* Kohn-Sham gap: 5.5626 eV
* E_LUMO: -0.883 eV
* maximum force: 1.37 eV/A

Each line ends with the Löwdin charge.
Atoms and positions in Å:
1 C 1.156 -4.864 -2.349  -0.16
2 C -0.108 -5.046 -3.198  -0.16
3 H 2.014 -4.591 -2.970  0.06
4 H 1.399 -5.813 -1.853  0.07
5 H 1.052 -4.111 -1.565  0.01
6 H -0.481 -4.106 -3.619  0.05
7 H 0.124 -5.721 -4.029  0.06
8 H -0.912 -5.503 -2.615  0.07
9 C 2.425 2.132 -0.951  -0.13
10 C 3.030 3.388 -0.818  -0.05
11 C 2.331 4.503 -1.280  -0.04
12 C 1.055 4.340 -1.829  0.00
13 H 2.944 1.221 -0.628  0.11
14 H 4.018 3.466 -0.365  0.11
15 H 2.763 5.495 -1.222  0.11
16 H 0.482 5.185 -2.210  0.10
17 N 1.192 1.953 -1.468  0.01
18 C 0.491 3.051 -1.882  -0.22
19 C -0.900 2.814 -2.339  -0.21
20 N -1.377 1.548 -2.191  0.03
21 C -2.641 1.285 -2.583  -0.10
22 C -2.996 3.566 -3.289  -0.05
23 C -3.478 2.263 -3.148  -0.04
24 H -2.973 0.254 -2.432  0.08
25 H -4.481 1.980 -3.459  0.11
26 C -1.697 3.841 -2.879  -0.01
27 H -1.276 4.842 -2.975  0.10
28 H -3.616 4.351 -3.712  0.11
29 Sr 0.114 -0.521 -1.186  1.29
30 C -2.059 -1.950 -1.427  -0.38
31 H -2.130 -1.855 -2.526  -0.09
32 H -2.962 -1.511 -0.975  -0.07
33 H -1.974 -3.013 -1.157  -0.08
34 C -1.041 -2.620 1.998  -0.18
35 Si 0.727 -1.944 2.037  0.31
36 C 1.402 -2.277 3.771  -0.20
37 C 1.737 -2.982 0.823  -0.20
38 C 0.810 -0.171 1.499  -0.50
39 Si 0.101 1.138 2.593  0.34
40 C 1.207 1.451 4.101  -0.20
41 C -0.065 2.805 1.720  -0.19
42 C -1.631 0.707 3.223  -0.19
43 H -1.004 -3.679 2.297  0.03
44 H -1.503 -2.565 1.000  -0.01
45 H -1.696 -2.090 2.703  0.01
46 H 1.364 -3.357 3.987  0.02
47 H 2.450 -1.957 3.858  0.03
48 H 0.833 -1.761 4.557  0.02
49 H 1.417 -2.914 -0.229  -0.04
50 H 2.799 -2.697 0.862  0.04
51 H 1.656 -4.042 1.111  0.04
52 H 1.876 0.078 1.261  -0.04
53 H 2.218 1.756 3.794  0.02
54 H 0.805 2.261 4.725  0.02
55 H 1.315 0.569 4.745  0.01
56 H -0.728 2.755 0.848  0.01
57 H -0.490 3.555 2.406  0.03
58 H 0.901 3.194 1.374  0.01
59 H -2.327 0.545 2.387  0.03
60 H -1.648 -0.186 3.863  0.02
61 H -2.017 1.551 3.817  0.03



ORCA calculation (ωB97M-V/def2-TZVPD) on the ion C20H36N3O3 with charge +1.

* net charge: +1
* HOMO level: -12.2444 eV
* energy relative to the best compared isomer or geometry (same formula, charge and spin): 0.000 eV
* SMILES string: CCOC(=O)N1CCN(C(=O)[C@H]2CC[N@H+](CC3CCCCC3)CC2)CC1
* electronic energy: -1173.533479 Eh
* Kohn-Sham gap: 10.3368 eV
* E_LUMO: -1.908 eV
* maximum force: 0.74 eV/A

Each line ends with the Löwdin charge.
Atoms and positions in Å:
1 C -0.556 -3.034 0.341  -0.05
2 C -1.865 -3.097 1.116  -0.19
3 O -2.904 -2.467 0.364  0.02
4 C -3.321 -1.266 0.773  -0.52
5 O -2.905 -0.686 1.754  0.08
6 N -4.307 -0.776 -0.038  -0.03
7 C -4.758 0.582 0.180  -0.09
8 C -4.119 1.507 -0.886  -0.08
9 N -2.894 0.881 -1.337  -0.02
10 C -1.672 1.077 -0.840  -0.36
11 O -0.749 0.283 -1.078  0.03
12 C -1.379 2.340 -0.030  -0.19
13 C -1.368 2.048 1.477  -0.09
14 C -0.284 1.030 1.848  -0.10
15 N 0.811 1.026 0.851  -0.12
16 C 1.979 0.246 1.303  -0.08
17 C 2.963 -0.069 0.161  -0.30
18 C 4.303 0.649 0.352  -0.17
19 C 5.245 0.351 -0.811  -0.19
20 C 5.482 -1.151 -0.933  -0.20
21 C 4.156 -1.883 -1.110  -0.19
22 C 3.211 -1.577 0.049  -0.16
23 C 1.117 2.413 0.460  -0.09
24 C -0.010 2.926 -0.441  -0.08
25 C -3.168 -0.320 -2.122  -0.07
26 C -4.299 -1.127 -1.443  -0.09
27 H 0.251 -3.424 0.954  0.08
28 H -0.337 -2.006 0.056  0.05
29 H -0.627 -3.630 -0.565  0.09
30 H -2.180 -4.132 1.266  0.13
31 H -1.779 -2.599 2.086  0.12
32 H -4.465 0.870 1.191  0.12
33 H -5.848 0.613 0.107  0.13
34 H -4.775 1.601 -1.754  0.13
35 H -3.954 2.500 -0.477  0.12
36 H -2.141 3.090 -0.239  0.13
37 H -2.326 1.644 1.800  0.11
38 H -1.209 2.991 2.000  0.13
39 H -0.727 0.033 1.890  0.12
40 H 0.132 1.264 2.830  0.15
41 H 0.382 0.576 -0.029  0.12
42 H 2.479 0.805 2.100  0.14
43 H 1.601 -0.685 1.731  0.13
44 H 2.523 0.259 -0.788  0.15
45 H 4.156 1.729 0.437  0.11
46 H 4.762 0.303 1.281  0.13
47 H 6.193 0.866 -0.654  0.11
48 H 4.810 0.728 -1.740  0.12
49 H 6.134 -1.355 -1.782  0.11
50 H 5.980 -1.514 -0.032  0.12
51 H 4.328 -2.958 -1.164  0.11
52 H 3.690 -1.572 -2.048  0.12
53 H 3.652 -1.939 0.980  0.13
54 H 2.264 -2.097 -0.107  0.10
55 H 2.064 2.442 -0.076  0.13
56 H 1.215 3.017 1.365  0.15
57 H -0.046 4.013 -0.381  0.13
58 H 0.198 2.661 -1.479  0.13
59 H -3.451 -0.024 -3.135  0.14
60 H -2.248 -0.905 -2.167  0.12
61 H -4.135 -2.196 -1.558  0.13
62 H -5.277 -0.874 -1.856  0.13



ORCA calculation (ωB97M-V/def2-TZVPD) on a structure of composition C20H36NOP2Pd at a distorted geometry.

* net charge: +2
* HOMO level (spin up / spin down): -11.1194 / -13.7136 eV
* energy relative to the best compared isomer or geometry (same formula, charge and spin): 2.820 eV
* spin multiplicity: 6
* electronic energy: -1723.255834 Eh
* Kohn-Sham gap (spin up / spin down): 5.2830 / 4.0831 eV
* E_LUMO (spin up / spin down): -5.836 / -9.631 eV
* maximum force: 4.89 eV/A

Each line ends with the Löwdin charge.
Atoms and positions in Å:
1 P -0.471 -1.728 -4.190  1.01
2 P 0.251 1.622 -5.007  0.91
3 C -1.138 -0.756 -5.611  -0.29
4 C -0.204 0.299 -6.207  -0.25
5 H -2.097 -0.310 -5.313  0.10
6 H -1.352 -1.498 -6.396  0.11
7 H 0.724 -0.140 -6.601  0.11
8 H -0.702 0.788 -7.056  0.11
9 C -1.183 2.711 -5.736  -0.11
10 H -1.375 3.619 -5.146  0.08
11 H -2.108 2.122 -5.786  0.08
12 H -0.907 3.014 -6.753  0.07
13 C 1.497 2.752 -5.745  -0.12
14 H 1.220 2.946 -6.786  0.07
15 H 2.505 2.321 -5.729  0.07
16 H 1.520 3.707 -5.204  0.09
17 C -1.822 -2.529 -3.349  -0.18
18 H -1.473 -2.967 -2.389  0.02
19 H -2.197 -3.341 -3.988  0.10
20 H -2.637 -1.813 -3.156  0.06
21 C 0.392 -3.058 -5.104  -0.17
22 H 1.280 -2.683 -5.631  0.07
23 H -0.294 -3.485 -5.851  0.07
24 H 0.693 -3.853 -4.410  0.08
25 Pd -1.936 -1.582 -0.642  0.56
26 C 0.892 2.957 -2.874  -0.09
27 C -0.275 2.279 -3.361  -0.32
28 C -0.762 0.910 -2.695  -0.16
29 C 0.304 -0.110 -2.344  -0.25
30 C 1.016 -0.667 -3.604  -0.32
31 C 1.673 0.512 -4.273  -0.31
32 C 2.644 1.153 -3.259  -0.13
33 C 2.064 2.292 -2.349  -0.17
34 C -0.389 -2.701 -0.037  -0.22
35 H 0.861 4.044 -2.918  0.14
36 H -1.166 2.914 -3.345  0.13
37 H -1.517 0.422 -3.344  0.09
38 H -1.327 1.168 -1.801  0.08
39 H 1.030 0.315 -1.649  0.10
40 H -0.141 -0.952 -1.743  0.05
41 H 1.774 -1.420 -3.333  0.14
42 H 2.257 0.201 -5.149  0.12
43 H 3.525 1.567 -3.774  0.13
44 H 3.022 0.368 -2.584  0.13
45 H 1.865 1.922 -1.319  0.12
46 H 2.866 3.047 -2.242  0.14
47 H 0.554 -2.153 -0.159  -0.01
48 H -0.438 -3.580 -0.691  -0.02
49 H -0.540 -2.954 1.024  0.01
50 O -1.067 2.070 0.075  0.02
51 N -1.039 0.961 0.740  -0.24
52 C -2.227 0.100 0.725  -0.21
53 C -2.422 -0.542 2.003  -0.06
54 C -1.337 -0.767 2.838  -0.05
55 C -0.070 -0.260 2.505  -0.06
56 C 0.067 0.582 1.428  -0.05
57 H -3.066 0.676 0.313  0.11
58 H -3.408 -0.925 2.239  0.12
59 H -1.457 -1.353 3.748  0.13
60 H 0.808 -0.449 3.126  0.12
61 H 1.020 1.059 1.164  0.14



ORCA calculation (ωB97M-V/def2-TZVPD) on a cluster of 3 separate species, C20H37BrF2O9P in total at a distorted geometry.

* net charge: +1
* HOMO level: -12.2889 eV
* electronic energy: -4576.001616 Eh
* Kohn-Sham gap: 7.4895 eV
* E_LUMO: -4.799 eV
* maximum force: 3.54 eV/A

Each line ends with the Löwdin charge.
Atoms and positions in Å:
1 C -7.665 -2.040 -2.719  -0.15
2 C -6.040 -1.746 -2.837  -0.25
3 C -5.845 -0.124 -3.095  -0.22
4 C -4.434 0.147 -3.912  -0.20
5 C -3.337 0.808 -2.882  -0.24
6 C -3.571 2.420 -2.694  -0.25
7 C -2.419 3.143 -1.779  -0.34
8 P -2.278 2.391 0.013  0.69
9 Br -4.286 2.573 1.073  0.43
10 C -0.851 3.336 0.860  -0.32
11 O -0.468 2.836 2.189  -0.21
12 C -0.263 1.380 2.205  -0.17
13 C 0.693 0.799 1.002  -0.17
14 O 1.718 -0.186 1.482  -0.21
15 C 2.309 -0.904 0.316  -0.17
16 C 3.893 -0.473 0.218  -0.17
17 O 4.640 -1.109 -0.880  -0.22
18 C 4.031 -0.860 -2.194  -0.24
19 C 3.634 0.701 -2.498  -0.12
20 H -8.106 -1.384 -1.827  0.09
21 H -7.848 -3.197 -2.536  0.09
22 H -8.236 -1.713 -3.689  0.08
23 H -5.579 -2.016 -1.784  0.11
24 H -5.527 -2.357 -3.694  0.11
25 H -6.716 0.313 -3.746  0.11
26 H -5.812 0.477 -2.087  0.10
27 H -4.587 0.817 -4.881  0.13
28 H -3.975 -0.900 -4.250  0.12
29 H -2.273 0.552 -3.298  0.12
30 H -3.472 0.287 -1.842  0.09
31 H -4.627 2.681 -2.247  0.11
32 H -3.518 2.932 -3.771  0.14
33 H -1.382 3.084 -2.331  0.12
34 H -2.632 4.307 -1.627  0.12
35 H -2.003 0.960 -0.182  0.03
36 H -1.214 4.458 1.016  0.15
37 H 0.052 3.382 0.104  0.13
38 H 0.296 1.116 3.226  0.16
39 H -1.270 0.751 2.231  0.14
40 H -0.024 0.155 0.298  0.12
41 H 1.298 1.614 0.414  0.14
42 H 1.697 -0.767 -0.671  0.11
43 H 2.244 -2.064 0.590  0.16
44 H 4.056 0.709 0.258  0.13
45 H 4.397 -0.869 1.225  0.15
46 H 3.043 -1.496 -2.318  0.12
47 H 4.775 -1.216 -3.043  0.14
48 H 3.793 0.934 -3.656  0.10
49 H 2.497 0.955 -2.275  0.07
50 H 4.293 1.419 -1.830  0.09
51 C 7.705 -2.775 -0.899  -0.08
52 C 8.327 -3.053 0.427  -0.33
53 O 8.244 -4.455 0.543  0.14
54 C 8.286 -4.920 -0.738  -0.50
55 O 8.512 -6.080 -1.038  0.15
56 O 8.050 -3.924 -1.646  0.07
57 F 7.602 -2.500 1.425  0.08
58 H 6.615 -2.691 -0.846  0.13
59 H 8.105 -1.870 -1.364  0.15
60 H 9.373 -2.738 0.507  0.18
61 C -0.758 1.305 6.254  -0.09
62 C -0.986 0.826 7.647  -0.33
63 O -2.351 0.474 7.654  0.15
64 C -2.629 0.102 6.373  -0.50
65 O -3.623 -0.522 6.042  0.15
66 O -1.653 0.508 5.504  0.05
67 F -0.799 1.825 8.537  0.09
68 H -1.014 2.362 6.122  0.15
69 H 0.274 1.151 5.925  0.14
70 H -0.381 -0.043 7.927  0.18



What is the formula in the third record?
C20H36NOP2Pd